# 1
{
  "formula": "C56H72N3O",
  "method": "ωB97M-V with the def2-TZVPD basis set",
  "symbols": ["C", "C", "C", "C", "C", "C", "C", "C", "C", "C", "C", "N", "C", "C", "C", "C", "C", "C", "C", "C", "C", "C", "C", "C", "N", "N", "C", "C", "C", "C", "C", "C", "C", "C", "C", "C", "C", "C", "C", "C", "C", "C", "C", "C", "C", "H", "H", "H", "H", "H", "H", "H", "H", "H", "H", "H", "H", "H", "H", "H", "H", "H", "H", "H", "H", "H", "H", "H", "H", "H", "H", "H", "H", "H", "H", "H", "H", "H", "H", "H", "H", "H", "H", "H", "H", "H", "H", "H", "H", "H", "H", "H", "H", "H", "H", "H", "H", "H", "H", "H", "H", "H", "H", "H", "C", "O", "C", "C", "C", "C", "C", "C", "C", "C", "C", "C", "C", "C", "C", "H", "H", "H", "H", "H", "H", "H", "H", "H", "H", "H", "H", "H"],
  "xyz": [[-5.13, -0.40, 0.50], [-4.85, 0.48, 1.71], [-5.55, 1.84, 1.59], [-3.35, 0.61, 1.96], [-2.58, 1.66, 1.45], [-1.20, 1.68, 1.62], [-0.37, 2.77, 0.95], [-1.03, 4.16, 0.94], [0.04, 2.33, -0.45], [-0.53, 0.62, 2.34], [0.94, 0.57, 2.49], [1.53, 1.48, 3.40], [1.00, 2.73, 3.93], [1.52, 3.97, 3.50], [2.78, 4.06, 2.64], [4.07, 3.99, 3.46], [2.77, 5.28, 1.72], [0.84, 5.13, 3.87], [-0.36, 5.07, 4.59], [-0.80, 3.85, 5.10], [-0.07, 2.68, 4.86], [-0.30, 1.38, 5.63], [-1.72, 1.22, 6.15], [0.77, 1.17, 6.70], [2.84, 1.25, 3.52], [3.12, 0.24, 2.68], [4.50, 0.11, 2.31], [4.90, 0.71, 1.09], [3.99, 1.63, 0.25], [3.47, 1.02, -1.04], [4.73, 2.91, -0.16], [6.18, 0.43, 0.61], [7.03, -0.37, 1.35], [6.62, -0.96, 2.54], [5.36, -0.70, 3.08], [4.97, -1.25, 4.45], [3.64, -1.98, 4.50], [5.00, -0.12, 5.48], [1.98, -0.21, 1.97], [2.18, -1.10, 0.75], [-1.35, -0.37, 2.96], [-0.75, -1.48, 3.81], [-0.12, -2.52, 2.89], [-1.69, -2.12, 4.84], [-2.72, -0.38, 2.70], [-4.70, -1.40, 0.62], [-6.21, -0.51, 0.34], [-4.69, 0.04, -0.40], [-5.25, -0.04, 2.60], [-5.32, 2.47, 2.45], [-5.23, 2.34, 0.67], [-6.63, 1.70, 1.56], [-3.08, 2.46, 0.88], [0.54, 2.86, 1.56], [-1.44, 4.38, 1.92], [-0.28, 4.92, 0.68], [-1.84, 4.21, 0.19], [0.48, 1.32, -0.43], [-0.84, 2.30, -1.11], [0.77, 3.02, -0.89], [2.78, 3.16, 2.00], [4.20, 2.96, 3.84], [4.96, 4.26, 2.87], [4.00, 4.68, 4.32], [1.83, 5.34, 1.16], [2.89, 6.20, 2.32], [3.58, 5.27, 0.99], [1.21, 6.11, 3.55], [-0.93, 5.99, 4.77], [-1.71, 3.81, 5.71], [-0.14, 0.59, 4.89], [-2.42, 1.13, 5.31], [-1.82, 0.32, 6.77], [-1.99, 2.09, 6.76], [1.78, 1.21, 6.26], [0.70, 1.95, 7.46], [0.67, 0.19, 7.19], [3.15, 1.88, 0.92], [2.95, 0.09, -0.88], [2.76, 1.70, -1.51], [4.30, 0.81, -1.72], [5.33, 3.31, 0.66], [5.39, 2.68, -1.00], [4.01, 3.66, -0.50], [6.50, 0.85, -0.35], [8.06, -0.52, 1.00], [7.29, -1.65, 3.07], [5.75, -1.98, 4.69], [3.61, -2.82, 3.80], [3.43, -2.37, 5.50], [2.84, -1.28, 4.25], [6.01, 0.32, 5.52], [4.30, 0.66, 5.15], [4.72, -0.48, 6.48], [3.23, -0.66, 0.45], [1.36, -0.85, 0.05], [0.09, -1.05, 4.38], [0.57, -2.03, 2.19], [0.47, -3.25, 3.46], [-0.86, -3.07, 2.30], [-2.08, -1.36, 5.54], [-2.54, -2.64, 4.38], [-1.11, -2.85, 5.43], [-3.32, -1.21, 3.08], [0.13, -5.01, -5.70], [0.09, -3.71, -5.02], [0.66, -3.52, -3.80], [0.79, -2.18, -3.39], [1.51, -1.82, -2.25], [2.00, -2.81, -1.40], [2.67, -2.51, -0.02], [2.51, -3.69, 0.90], [1.30, -4.37, 0.98], [1.09, -5.31, 2.00], [2.14, -5.64, 2.85], [3.43, -5.11, 2.62], [3.62, -4.17, 1.60], [1.86, -4.16, -1.84], [1.16, -4.55, -2.97], [-0.21, -4.82, -6.74], [1.15, -5.42, -5.68], [-0.53, -5.75, -5.21], [0.35, -1.43, -4.04], [1.68, -0.75, -2.06], [3.80, -2.51, -0.25], [0.51, -4.17, 0.25], [0.10, -5.77, 2.10], [1.98, -6.38, 3.64], [4.30, -5.39, 3.23], [4.60, -3.77, 1.33], [2.27, -4.98, -1.24], [1.03, -5.61, -3.23]],
  "total_charge": 1,
  "e_homo_ev": -10.2649,
  "e_above_lowest_kcal_mol": 0.0,
  "e_lumo_ev": -2.85
}

# 2
{
  "formula": "C56H81Br2N7O2PS2SeTi",
  "method": "ωB97M-V with the def2-TZVPD basis set",
  "symbols": ["Ti", "C", "C", "C", "C", "C", "C", "C", "Se", "C", "C", "C", "C", "C", "C", "O", "C", "C", "C", "C", "C", "C", "C", "C", "C", "O", "C", "C", "C", "C", "C", "C", "H", "H", "H", "H", "H", "H", "H", "H", "H", "H", "H", "H", "H", "H", "H", "H", "H", "H", "H", "H", "H", "H", "H", "H", "H", "H", "H", "H", "H", "H", "H", "H", "H", "H", "H", "H", "H", "H", "H", "H", "Br", "C", "C", "C", "N", "C", "C", "C", "C", "C", "Br", "C", "C", "N", "H", "H", "H", "H", "H", "H", "S", "C", "N", "C", "C", "S", "H", "H", "H", "H", "H", "N", "P", "N", "C", "C", "C", "C", "C", "N", "C", "C", "C", "C", "C", "N", "C", "C", "C", "C", "C", "H", "H", "H", "H", "H", "H", "H", "H", "H", "H", "H", "H", "H", "H", "H", "H", "H", "H", "H", "H", "H", "H", "H", "H", "H", "H", "H", "H", "H", "H"],
  "xyz": [[0.55, 1.10, -1.14], [-0.90, -3.57, 4.34], [-2.18, -2.78, 4.02], [-2.52, -1.86, 5.20], [-3.32, -3.78, 3.85], [-1.96, -1.95, 2.76], [-0.91, -1.04, 2.70], [-0.68, -0.30, 1.56], [0.64, 1.11, 1.56], [-0.68, 2.50, 1.64], [-1.24, 2.87, 2.84], [-2.33, 3.73, 2.87], [-2.82, 4.16, 1.64], [-2.28, 3.81, 0.40], [-1.16, 2.97, 0.40], [-0.52, 2.59, -0.69], [-2.98, 4.37, -0.85], [-3.00, 5.90, -0.79], [-2.34, 3.97, -2.18], [-4.43, 3.85, -0.88], [-2.96, 4.12, 4.20], [-3.45, 2.85, 4.92], [-4.15, 5.06, 4.03], [-1.91, 4.82, 5.08], [-1.47, -0.43, 0.40], [-1.15, 0.20, -0.70], [-2.63, -1.25, 0.49], [-2.81, -1.99, 1.66], [-3.77, -1.23, -0.54], [-3.41, -0.64, -1.92], [-4.89, -0.35, 0.06], [-4.33, -2.64, -0.79], [-1.05, -4.21, 5.22], [-0.06, -2.90, 4.55], [-0.62, -4.21, 3.50], [-2.65, -2.44, 6.12], [-3.44, -1.31, 5.00], [-1.72, -1.14, 5.37], [-3.42, -4.39, 4.75], [-3.15, -4.46, 3.01], [-4.28, -3.28, 3.69], [-0.26, -0.88, 3.56], [-0.83, 2.47, 3.76], [-3.69, 4.80, 1.63], [-1.99, 6.31, -0.80], [-3.51, 6.28, 0.09], [-3.52, 6.30, -1.67], [-1.32, 4.33, -2.27], [-2.93, 4.40, -3.00], [-2.31, 2.89, -2.32], [-4.99, 4.14, 0.02], [-4.45, 2.76, -0.95], [-4.96, 4.26, -1.75], [-4.18, 2.32, 4.30], [-3.92, 3.11, 5.87], [-2.63, 2.16, 5.12], [-4.95, 4.60, 3.45], [-3.86, 5.99, 3.54], [-4.56, 5.32, 5.01], [-1.06, 4.17, 5.27], [-2.35, 5.10, 6.04], [-1.54, 5.72, 4.59], [-3.68, -2.63, 1.71], [-3.11, 0.40, -1.86], [-4.30, -0.71, -2.55], [-2.60, -1.19, -2.40], [-4.52, 0.66, 0.24], [-5.23, -0.76, 1.01], [-5.74, -0.30, -0.63], [-3.55, -3.31, -1.14], [-5.11, -2.59, -1.56], [-4.79, -3.07, 0.10], [7.65, 2.40, -1.83], [5.77, 2.25, -1.57], [5.16, 0.99, -1.69], [3.80, 0.96, -1.45], [3.00, 1.98, -1.13], [3.63, 3.23, -1.03], [5.03, 3.33, -1.25], [2.91, 4.40, -0.65], [3.45, 5.72, -0.80], [2.70, 6.78, -0.40], [3.41, 8.54, -0.61], [1.43, 6.63, 0.15], [1.00, 5.31, 0.27], [1.68, 4.25, -0.10], [5.70, 0.09, -1.96], [3.30, 0.02, -1.54], [5.53, 4.28, -1.12], [4.41, 5.90, -1.25], [0.83, 7.46, 0.48], [0.02, 5.12, 0.71], [0.19, 1.74, -3.41], [0.91, 0.57, -4.45], [0.25, -0.60, -4.88], [0.30, -0.70, -6.34], [1.76, -0.40, -6.67], [2.19, 0.99, -5.58], [-0.68, -0.65, -4.48], [-0.34, 0.04, -6.82], [0.01, -1.70, -6.66], [1.89, -0.11, -7.71], [2.39, -1.26, -6.45], [1.28, -0.62, -1.13], [1.97, -1.98, -0.90], [3.21, -2.24, -1.99], [3.10, -1.64, -3.33], [4.42, -1.82, -4.06], [4.70, -3.30, -4.32], [4.14, -4.17, -3.18], [4.11, -3.38, -1.88], [2.75, -2.30, 0.54], [1.96, -2.46, 1.76], [2.69, -3.36, 2.74], [4.07, -2.79, 3.06], [4.85, -2.52, 1.77], [4.03, -1.66, 0.82], [0.83, -3.20, -0.95], [1.17, -4.59, -0.68], [0.00, -5.28, 0.03], [-1.35, -4.92, -0.62], [-1.14, -4.26, -1.97], [-0.36, -2.96, -1.80], [2.85, -0.59, -3.23], [2.29, -2.10, -3.91], [5.22, -1.38, -3.45], [4.40, -1.24, -4.98], [5.77, -3.47, -4.44], [4.24, -3.60, -5.27], [4.73, -5.08, -3.05], [3.12, -4.49, -3.41], [5.13, -3.04, -1.65], [3.81, -4.01, -1.04], [0.97, -2.86, 1.51], [1.80, -1.48, 2.22], [2.79, -4.36, 2.30], [2.10, -3.47, 3.65], [4.63, -3.46, 3.71], [3.95, -1.85, 3.60], [5.08, -3.47, 1.27], [5.80, -2.03, 1.99], [4.57, -1.49, -0.11], [3.86, -0.66, 1.27], [2.05, -4.61, -0.04], [1.43, -5.13, -1.60], [0.00, -4.98, 1.08], [0.17, -6.36, 0.01], [-1.88, -4.22, 0.03], [-1.98, -5.81, -0.71], [-2.09, -4.02, -2.45], [-0.62, -4.94, -2.65], [-0.99, -2.22, -1.30], [-0.08, -2.54, -2.77]],
  "total_charge": -1,
  "multiplicity": 3,
  "e_homo_ev": [-2.1203, -5.1331],
  "e_above_lowest_kcal_mol": 39.4,
  "e_lumo_ev": [2.13, 2.13]
}

# 3
{
  "formula": "C56H94N8O12S6",
  "method": "ωB97M-V with the def2-TZVPD basis set",
  "symbols": ["C", "C", "C", "C", "N", "H", "H", "H", "H", "H", "H", "H", "C", "C", "C", "C", "N", "H", "H", "H", "H", "H", "H", "H", "C", "C", "C", "C", "N", "H", "H", "H", "H", "H", "H", "H", "C", "C", "C", "S", "O", "O", "C", "H", "H", "H", "H", "H", "H", "H", "H", "C", "C", "C", "S", "O", "O", "C", "H", "H", "H", "H", "H", "H", "H", "H", "C", "C", "C", "S", "O", "O", "C", "H", "H", "H", "H", "H", "H", "H", "H", "C", "C", "C", "S", "O", "O", "C", "H", "H", "H", "H", "H", "H", "H", "H", "C", "C", "C", "S", "O", "O", "C", "H", "H", "H", "H", "H", "H", "H", "H", "C", "C", "C", "S", "O", "O", "C", "H", "H", "H", "H", "H", "H", "H", "H", "N", "C", "C", "C", "C", "H", "H", "H", "H", "H", "N", "C", "C", "C", "C", "H", "H", "H", "H", "H", "N", "C", "C", "C", "C", "H", "H", "H", "H", "H", "N", "C", "C", "C", "C", "H", "H", "H", "H", "H", "N", "C", "C", "C", "C", "H", "H", "H", "H", "H"],
  "xyz": [[-3.14, 1.73, 5.32], [-2.79, 2.14, 3.83], [-1.86, 3.35, 3.66], [-2.10, 4.37, 4.70], [-2.32, 5.19, 5.46], [-2.22, 1.64, 5.89], [-3.62, 0.75, 5.36], [-3.80, 2.38, 5.88], [-3.67, 2.28, 3.21], [-2.31, 1.31, 3.31], [-2.04, 3.86, 2.72], [-0.84, 2.95, 3.75], [0.89, -2.58, -3.06], [0.98, -2.88, -4.56], [-0.41, -2.95, -5.14], [-1.41, -3.80, -4.52], [-2.24, -4.48, -4.07], [0.56, -1.55, -2.93], [1.88, -2.61, -2.59], [0.16, -3.17, -2.50], [1.40, -3.88, -4.64], [1.76, -2.21, -4.93], [-0.39, -3.13, -6.21], [-0.82, -1.98, -4.86], [0.04, -3.31, 4.03], [1.35, -3.23, 4.71], [2.22, -4.51, 4.45], [2.83, -4.60, 3.13], [3.23, -4.66, 2.02], [0.14, -3.22, 2.95], [-0.65, -2.56, 4.43], [-0.48, -4.25, 4.20], [1.12, -3.12, 5.77], [1.85, -2.31, 4.39], [1.67, -5.44, 4.61], [3.12, -4.45, 5.06], [-1.17, 4.73, -0.31], [-0.70, 5.62, -1.52], [0.79, 5.30, -1.84], [1.54, 5.03, -0.18], [2.30, 6.19, 0.24], [2.22, 3.74, 0.00], [-0.09, 4.99, 0.76], [-1.15, 3.68, -0.62], [-2.19, 4.95, -0.01], [-0.84, 6.68, -1.31], [-1.27, 5.48, -2.43], [1.51, 6.04, -2.18], [0.81, 4.43, -2.51], [-0.20, 5.97, 1.23], [0.05, 4.32, 1.61], [-1.70, 2.66, -5.33], [-1.07, 1.31, -4.80], [-0.06, 0.80, -5.92], [-0.91, 1.28, -7.50], [-1.60, 0.14, -8.09], [-0.06, 2.15, -8.26], [-2.17, 2.38, -6.71], [-1.06, 3.53, -5.31], [-2.57, 2.94, -4.72], [-1.88, 0.58, -4.76], [-0.56, 1.45, -3.85], [0.05, -0.28, -6.09], [0.91, 1.30, -5.93], [-3.13, 1.86, -6.66], [-2.39, 3.23, -7.35], [6.04, 2.51, 3.80], [4.55, 2.28, 3.69], [4.04, 2.76, 2.37], [5.25, 4.03, 1.80], [4.69, 5.42, 1.74], [5.85, 3.51, 0.58], [6.40, 3.86, 3.20], [6.53, 1.75, 3.19], [6.44, 2.49, 4.82], [4.02, 2.79, 4.49], [4.31, 1.24, 3.90], [3.02, 3.12, 2.23], [4.17, 1.99, 1.61], [6.23, 4.72, 3.84], [7.41, 4.00, 2.80], [-4.99, -4.22, 1.92], [-4.32, -3.54, 0.68], [-4.53, -2.11, 1.03], [-3.92, -1.98, 2.78], [-4.86, -1.07, 3.45], [-2.47, -1.71, 2.85], [-4.33, -3.68, 3.23], [-4.82, -5.30, 1.91], [-6.07, -4.09, 1.90], [-4.84, -3.89, -0.21], [-3.26, -3.76, 0.61], [-5.58, -1.81, 1.00], [-4.01, -1.34, 0.45], [-5.09, -3.52, 4.00], [-3.54, -4.28, 3.68], [0.73, -1.42, 0.25], [1.58, -0.72, 1.31], [1.69, 0.73, 0.86], [0.11, 1.20, 0.06], [0.25, 1.70, -1.32], [-0.85, 1.81, 0.99], [-0.51, -0.56, -0.02], [0.57, -2.48, 0.46], [1.23, -1.57, -0.71], [2.58, -1.15, 1.38], [1.10, -0.74, 2.29], [2.49, 0.88, 0.13], [1.86, 1.43, 1.68], [-0.96, -0.60, -1.01], [-1.16, -0.77, 0.83], [-6.76, -1.34, -3.14], [-6.33, -2.64, -2.49], [-4.96, -3.00, -3.01], [-4.08, -1.41, -3.39], [-3.65, -1.42, -4.79], [-3.13, -1.07, -2.31], [-5.58, -0.33, -3.08], [-7.56, -1.00, -2.48], [-7.24, -1.53, -4.10], [-7.09, -3.39, -2.69], [-6.45, -2.47, -1.42], [-5.20, -3.42, -3.99], [-4.35, -3.75, -2.50], [-5.59, 0.54, -3.73], [-5.56, -0.01, -2.04], [3.16, 1.72, -2.80], [4.46, 1.91, -2.39], [5.19, 0.75, -2.80], [4.27, -0.04, -3.51], [3.05, 0.62, -3.55], [2.47, 2.45, -2.70], [4.76, 2.65, -1.66], [6.17, 0.45, -2.48], [4.55, -0.97, -3.98], [2.12, 0.39, -4.05], [7.02, -1.71, 1.74], [5.86, -2.02, 1.06], [5.67, -0.95, 0.17], [6.57, 0.05, 0.43], [7.45, -0.49, 1.37], [7.46, -2.25, 2.47], [5.33, -2.93, 1.30], [4.86, -0.82, -0.53], [6.52, 1.02, -0.04], [8.34, -0.08, 1.82], [2.62, -6.15, -0.71], [1.37, -5.53, -0.76], [0.51, -6.11, -1.70], [1.22, -7.19, -2.23], [2.50, -7.13, -1.69], [3.45, -5.88, -0.19], [1.08, -4.70, -0.12], [-0.48, -5.80, -2.01], [0.82, -7.90, -2.93], [3.33, -7.80, -1.81], [-5.33, 3.15, -1.77], [-4.22, 2.57, -2.35], [-3.35, 2.03, -1.41], [-3.98, 2.36, -0.19], [-5.22, 3.00, -0.41], [-6.00, 3.68, -2.30], [-4.20, 2.58, -3.43], [-2.42, 1.50, -1.51], [-3.49, 2.13, 0.75], [-5.91, 3.41, 0.31], [1.15, 2.14, 5.12], [0.83, 0.84, 4.82], [0.95, 0.14, 6.02], [1.26, 1.07, 7.05], [1.43, 2.25, 6.44], [1.11, 2.86, 4.41], [0.55, 0.49, 3.83], [0.95, -0.94, 6.09], [1.45, 0.80, 8.07], [1.68, 3.21, 6.87]],
  "total_charge": 1,
  "multiplicity": 2,
  "e_homo_ev": [-9.5300, -9.5292],
  "e_lumo_ev": [-3.23, -7.21]
}